w:
{
  "formula": "C6H7NO",
  "method": "ωB97M-V with the def2-TZVPD basis set",
  "symbols": ["C", "C", "C", "C", "C", "O", "C", "N", "H", "H", "H", "H", "H", "H", "H"],
  "coordinates": [[0.586, 1.708, 0.945], [-0.394, -1.519, 0.185], [0.279, -1.400, -0.962], [0.662, -0.057, -1.319], [-1.177, -1.777, 1.184], [0.813, 0.436, 0.412], [-0.389, 0.833, -1.709], [-1.234, 1.554, -2.012], [0.830, -2.228, -1.386], [1.562, 0.055, -1.926], [-0.277, 2.217, 0.493], [0.321, 1.583, 2.001], [1.467, 2.357, 0.869], [-2.182, -2.142, 1.016], [-0.868, -1.620, 2.209]],
  "lowdin_charge": [-0.16, -0.07, -0.09, -0.12, 0.04, -0.22, -0.21, 0.18, 0.11, 0.14, 0.07, 0.09, 0.08, 0.07, 0.07],
  "orbital_gap_ev": 9.39,
  "homo_ev": -9.39,
  "lumo_energy_ev": 0.00
}

***

x:
{
  "formula": "C6H7NO",
  "method": "ωB97M-V with the def2-TZVPD basis set",
  "symbols": ["C", "C", "C", "C", "C", "H", "H", "H", "H", "H", "H", "N", "C", "O", "H"],
  "coordinates": [[-1.708, -1.365, 0.379], [-0.452, -0.421, 0.038], [-0.056, 0.611, 1.066], [0.629, -0.063, 2.007], [0.774, -0.806, 0.786], [-1.549, -1.982, 1.294], [-1.989, -1.868, -0.470], [-2.537, -0.565, 0.488], [-0.270, -0.167, -1.021], [1.192, 0.078, 2.920], [1.775, -0.650, 0.281], [1.624, 1.757, -1.449], [0.953, 1.737, -2.436], [0.315, 1.641, -3.424], [1.298, 2.063, -0.458]],
  "lowdin_charge": [-0.03, -0.28, -0.06, -0.01, -0.15, 0.09, 0.02, 0.10, 0.12, 0.11, 0.11, 0.16, -0.43, 0.13, 0.12],
  "orbital_gap_ev": 9.15,
  "homo_ev": -8.51,
  "lumo_energy_ev": 0.64
}

***

Energy above the most stable structure, in eV: w 0.000; x 0.265